DFT (ωB97M-V with the def2-TZVPD basis set) results for a gas-phase ion, C3H4NS (charge +1) in a non-equilibrium geometry.

Bonds (Å) are listed after each position.
Geometry (Å):
1 C 0.79 0.47 -0.17  C3 1.393, N4 1.295, H6 1.060
2 C 0.47 -1.86 0.08  N4 1.143, H7 1.079
3 C -0.49 0.98 0.05  C1 1.393, S5 1.811, H8 1.150, H9 1.076
4 N 0.91 -0.82 -0.08  C1 1.295, C2 1.143
5 S -1.97 -0.07 0.00  C3 1.811
6 H 1.70 0.92 -0.46  C1 1.060
7 H 0.27 -2.92 0.04  C2 1.079
8 H -0.94 1.40 1.02  C3 1.150
9 H -0.73 1.88 -0.49  C3 1.076

As for the charge: +1. The gap between HOMO and LUMO (alpha / beta) comes out at 7.631 / 7.602 eV. Its LUMO energy (alpha / beta) is -6.558 / -6.966 eV. The calculation puts the HOMO energy (alpha / beta) at -0.5214 / -0.5354 Ha. The energy above the lowest of the compared OMol25 structures with the same formula, charge and spin comes out at 369.4 kJ/mol.

Here are the natural (NBO) charges for atoms 1 to 4, given in e: C 0.093; C 0.437; C -0.720; N -0.255